Here is C17H34O2P2Sn as an isolated structure at a distorted geometry from the Open Molecules 2025 dataset. Energies are from ωB97M-V/def2-TZVPD.

```
56
Properties=species:S:1:pos:R:3:nbo_charge:R:1
P 2.060 -1.813 1.439 0.833
P 1.072 2.083 1.721 1.424
C 1.807 -0.454 0.146 -0.731
C 1.940 1.060 0.496 -0.753
H 0.867 -0.688 -0.420 0.227
H 2.614 -0.651 -0.608 0.256
H 3.010 1.276 0.628 0.281
H 1.669 1.596 -0.419 0.237
C -0.665 2.288 1.176 -0.965
H -1.234 2.864 1.944 0.287
H -1.078 1.258 1.102 0.263
H -0.773 2.787 0.199 0.267
C 1.862 3.651 2.192 -0.963
H 1.926 4.380 1.357 0.292
H 2.891 3.445 2.509 0.294
H 1.385 4.163 3.059 0.308
C 0.750 -2.932 0.699 -0.917
H 0.412 -3.566 1.530 0.255
H 1.172 -3.556 -0.106 0.231
H -0.150 -2.381 0.394 0.172
C 3.382 -2.808 0.621 -0.929
H 4.324 -2.547 1.118 0.247
H 3.400 -2.668 -0.480 0.217
H 3.091 -3.830 0.907 0.246
Sn -1.552 -0.668 -0.819 1.254
C -0.633 0.933 -2.190 -0.231
C -2.060 1.041 -2.048 -0.372
C -3.083 0.311 -2.897 -0.446
C -2.705 -1.088 -3.453 -0.457
C -1.873 -1.948 -2.525 -0.395
C -0.445 -1.871 -2.330 -0.302
C 0.433 -1.114 -3.289 -0.435
C -0.035 0.349 -3.458 -0.462
C -2.110 -0.843 1.262 -0.935
H -0.009 1.655 -1.624 0.234
H -2.481 1.797 -1.368 0.264
H -3.366 0.953 -3.747 0.250
H -4.000 0.164 -2.292 0.241
H -3.666 -1.616 -3.593 0.263
H -2.296 -1.009 -4.471 0.240
H -2.359 -2.885 -2.220 0.281
H 0.087 -2.690 -1.829 0.271
H 0.401 -1.589 -4.277 0.255
H 1.506 -1.096 -3.033 0.238
H 0.803 1.005 -3.767 0.259
H -0.797 0.403 -4.251 0.236
H -1.921 -0.096 2.015 0.242
H -1.689 -1.787 1.610 0.262
H -3.192 -0.954 1.208 0.256
C -0.120 1.816 5.221 -0.254
O 1.003 1.700 4.283 -0.547
C 0.874 0.914 3.187 0.563
O 0.605 -0.289 3.210 -0.491
H -0.212 0.869 5.797 0.227
H -1.031 2.022 4.640 0.180
H 0.194 2.652 5.845 0.231
```

Computed properties:
Frontier orbital gap: 0.2589 hartree
Charge: +2
2S+1: 1
Energy above the lowest of the compared OMol25 structures with the same formula, charge and spin: 0.0000 eV
E_tot: -46663.81575 eV